{"formula": "C66H98N13OS2", "method": "ωB97M-V/def2-TZVPD", "species": ["S", "S", "O", "N", "N", "N", "N", "N", "N", "N", "N", "N", "N", "N", "N", "N", "C", "C", "C", "C", "C", "C", "C", "C", "C", "C", "C", "C", "C", "C", "C", "C", "C", "C", "C", "C", "C", "C", "C", "C", "C", "C", "C", "C", "C", "C", "C", "C", "C", "C", "C", "C", "C", "C", "C", "C", "C", "C", "C", "C", "C", "C", "C", "C", "C", "C", "C", "C", "C", "C", "C", "C", "C", "C", "C", "C", "C", "C", "C", "C", "C", "C", "H", "H", "H", "H", "H", "H", "H", "H", "H", "H", "H", "H", "H", "H", "H", "H", "H", "H", "H", "H", "H", "H", "H", "H", "H", "H", "H", "H", "H", "H", "H", "H", "H", "H", "H", "H", "H", "H", "H", "H", "H", "H", "H", "H", "H", "H", "H", "H", "H", "H", "H", "H", "H", "H", "H", "H", "H", "H", "H", "H", "H", "H", "H", "H", "H", "H", "H", "H", "H", "H", "H", "H", "H", "H", "H", "H", "H", "H", "H", "H", "H", "H", "H", "H", "H", "H", "H", "H", "H", "H", "H", "H", "H", "H", "H", "H", "H", "H"], "coordinates": [[-4.08349, -0.54890, 1.78265], [-5.78764, 1.26665, 0.19580], [-0.99526, -1.29903, -2.91773], [6.69875, 0.33822, -2.06208], [-6.09242, -3.69919, 8.57330], [5.01949, -2.73216, 0.62579], [2.65702, -7.20262, -2.58290], [0.44043, -3.42810, 5.35461], [-0.28417, -1.11978, -3.96287], [1.83701, 9.18912, -5.71798], [-1.12229, -0.52479, 5.81577], [5.19097, -4.42736, 8.35516], [0.54031, 7.05235, 5.77315], [-2.52496, 8.19750, -4.20584], [-0.89263, -4.43228, -2.53135], [-3.17126, 1.73383, 0.59433], [-0.98187, -1.38780, -5.27371], [-1.20141, 1.21787, -5.10731], [-2.25875, -2.16754, -4.97989], [-1.31989, -0.04474, -5.96144], [-6.51677, -2.68085, 7.76328], [0.75627, 8.29362, 5.23967], [2.08854, -0.52008, -4.46411], [1.76499, -3.73260, 5.20304], [-2.56915, -5.85353, -2.27275], [-1.04897, 7.37034, 4.26769], [-2.20906, -4.53539, -2.18112], [-2.29080, 2.49031, -3.11506], [6.35772, -5.13351, 8.23903], [-4.32123, 0.92179, 0.76316], [4.01680, -3.36967, -0.04828], [0.52761, -5.55088, 4.73980], [-1.73372, 7.20170, -4.71205], [3.82639, -7.25312, -4.45859], [0.75636, -0.03729, -3.85184], [6.10456, -6.23134, 7.46172], [-1.66726, -1.08898, 6.94312], [-8.21727, -4.10890, 8.11774], [-7.12179, -4.57302, 8.79450], [-3.01529, -1.47347, 5.17877], [-7.83290, -2.90657, 7.46250], [4.73071, -6.18407, 7.09552], [2.97777, 10.84676, -4.80160], [3.03510, 9.84946, -5.73740], [-0.21333, 8.52058, 4.30069], [-0.41564, 2.19189, 2.67553], [-0.31996, -4.52693, 5.07446], [-1.35805, 2.42797, -6.03905], [8.21011, 1.48919, -3.19631], [-1.60992, 6.23638, -3.75012], [-3.30838, 3.11959, 1.07638], [-2.55061, -2.70880, 1.03489], [4.19409, -5.05907, 7.66168], [-2.70590, 3.32054, 2.46503], [5.01599, -1.40330, 0.29750], [2.90320, -7.93526, -3.71041], [-2.35414, 6.66722, -2.61775], [-0.40275, -5.67000, -2.85106], [-1.23245, -2.18908, 0.48813], [7.04755, -0.43494, -3.13287], [-1.41840, -6.57632, -2.69271], [-2.84135, -1.68777, 6.57527], [-3.18489, 2.37508, -1.87559], [-0.55777, 6.48374, 5.18770], [7.98623, 0.25066, -3.85847], [0.98737, 0.25584, -2.37206], [-1.94292, -0.74895, 4.74111], [3.39242, -6.05384, -2.60647], [4.13456, -6.05358, -3.75814], [7.39922, 1.51194, -2.09212], [0.21516, 1.26900, -4.51478], [-0.12220, -2.24383, -6.20926], [-1.18118, 3.49527, 2.45650], [4.00558, -1.19897, -0.61049], [-3.74420, -1.86911, 0.57177], [3.37122, -2.44872, -0.82195], [1.01243, 9.75213, -4.78244], [1.85478, -5.04604, 4.82147], [1.69339, 10.78414, -4.19424], [-2.90531, 7.88044, -2.93062], [-2.53127, 1.60218, -0.73098], [-2.31953, 1.27477, -4.04162], [-1.50190, 1.95602, -0.60109], [-4.14480, 1.92408, -2.13953], [-0.36995, -3.57235, -2.54842], [-2.98391, -1.56927, -4.43142], [3.76846, 11.54192, -4.57451], [-1.17193, -1.02354, 7.89675], [5.72632, -0.72452, 0.73992], [2.00518, -7.45731, -1.86264], [-0.38344, -2.74960, 0.88147], [-3.54266, -1.38949, -0.38692], [-2.46843, 6.14722, -1.68110], [-3.50230, -2.22872, 7.23126], [-2.61407, 3.36950, -3.67784], [-0.51277, 1.86231, 3.71178], [-5.16805, -3.79188, 8.95107], [-1.39409, -4.48293, 5.13490], [2.80512, -0.75296, -3.67375], [0.89360, 1.57067, -5.31740], [6.02580, 0.06675, -1.36642], [6.82235, -6.98633, 7.18768], [0.06981, -2.53204, 5.62072], [0.02442, 9.36358, -4.60770], [-0.89602, 5.50221, 5.47332], [-2.05635, -3.07954, -4.42388], [0.23020, -6.54914, 4.46500], [-3.82969, -1.81522, 4.56224], [-2.50643, -2.74022, 2.12665], [-2.78638, 3.76679, 0.36813], [3.31999, -5.32707, -1.81856], [8.46043, -0.09604, -4.76138], [0.26634, 2.06202, -3.77013], [-3.54818, -6.25430, -2.06931], [-3.27405, 1.30648, -4.58102], [3.73222, -0.25667, -1.05827], [3.19493, -4.66063, 7.62501], [-1.23197, -2.26190, -0.59690], [7.26254, -4.79831, 8.71602], [-2.45811, 0.53863, -0.97628], [-2.77731, -3.66224, -1.90803], [2.53847, 0.24459, -5.09643], [8.88768, 2.27096, -3.49633], [0.64771, 2.30140, 2.45539], [-1.09999, -1.13610, 0.75466], [0.12798, 0.75585, -1.92874], [2.53144, -2.99589, 5.37603], [1.60149, 8.40588, -6.29812], [-1.27532, 2.70286, -2.76717], [-1.08743, 3.35414, -5.52577], [-0.81866, 1.40095, 2.03735], [-1.33361, 7.26206, -5.70993], [-4.64157, -2.47672, 0.46676], [-1.91079, 7.21334, 3.64065], [4.81353, -5.27669, -4.06783], [1.10115, 6.62580, 6.48647], [2.40110, -8.87065, -3.88785], [-0.88445, 4.21425, 3.22306], [-0.26411, -0.00415, 5.78595], [-0.67059, 0.09140, -6.83161], [7.26479, 2.26137, -1.33085], [-3.53266, 8.54015, -2.35656], [0.61530, -5.79845, -3.17597], [1.57741, 8.90643, 5.56927], [2.52914, -2.64668, -1.46539], [2.76861, -5.58127, 4.62446], [-2.38953, 2.53256, -6.38269], [-1.04651, 5.32248, -3.84350], [-1.35134, -7.63650, -2.87410], [-2.33693, 0.35628, -3.45308], [-2.70363, -2.44963, -5.93580], [-2.78563, 9.03461, -4.69380], [-6.98845, -5.44647, 9.40915], [-0.73596, -2.53958, -7.06155], [-2.95986, 2.44170, 3.06796], [1.83844, 0.94075, -2.31476], [3.84740, -4.42405, 0.08333], [-0.31391, 9.41100, 3.70328], [-3.40451, 3.38667, -1.52650], [-9.18634, -4.57829, 8.09311], [1.31525, 11.42185, -3.41288], [5.65876, -3.17010, 1.26321], [4.19577, -6.89579, 6.48939], [-0.70897, 2.33045, -6.91146], [-2.72503, -3.73674, 0.70328], [4.22646, -7.57084, -5.40670], [6.60087, -1.40312, -3.28375], [-3.18538, 4.18883, 2.92258], [-1.69141, -0.38980, 3.75864], [1.97964, -1.42310, -5.04764], [-5.85342, -1.88518, 7.47001], [-4.35947, 3.41747, 1.06541], [5.08175, -3.57696, 8.87497], [1.22537, -0.63779, -1.79663], [0.22703, -3.15050, -5.71150], [-8.45112, -2.28145, 6.84046], [-2.34258, -0.12176, -6.34400], [0.73120, -1.70442, -6.60933], [-0.87285, 3.92684, 1.49878], [3.82366, 9.55374, -6.40762]], "multiplicity": 2, "homo_lumo_gap_ev": 7.56, "e_lumo_ev": -0.44, "s_squared": 0.75, "e_tot_ha": -4156.94496}

{"formula": "C24H54O14P2", "method": "ωB97M-V/def2-TZVPD", "species": ["P", "P", "O", "O", "O", "O", "O", "O", "O", "O", "O", "O", "O", "O", "O", "O", "C", "C", "C", "C", "C", "C", "C", "C", "C", "C", "C", "C", "C", "C", "C", "C", "C", "C", "C", "C", "C", "C", "C", "C", "H", "H", "H", "H", "H", "H", "H", "H", "H", "H", "H", "H", "H", "H", "H", "H", "H", "H", "H", "H", "H", "H", "H", "H", "H", "H", "H", "H", "H", "H", "H", "H", "H", "H", "H", "H", "H", "H", "H", "H", "H", "H", "H", "H", "H", "H", "H", "H", "H", "H", "H", "H", "H", "H"], "coordinates": [[0.65869, 5.60111, -0.04763], [1.28418, -0.52233, 0.81080], [0.55864, 0.41872, 1.84468], [-1.44688, -6.33943, -1.15980], [1.87611, 4.80342, -0.11509], [-4.05124, 0.47170, 2.44080], [1.11917, 0.00388, -0.64488], [2.77597, -0.81098, 1.26615], [0.32883, 1.03326, 6.29979], [1.15532, -3.69026, -4.21674], [0.13936, 5.71865, -1.56437], [-1.79768, 1.51785, -2.14898], [1.12123, 6.93291, 0.62897], [-0.37259, 4.73384, 0.93759], [0.43556, -1.69876, 1.00703], [2.53592, -0.02083, -4.20873], [-0.02639, -3.35507, -4.54532], [-1.02638, 0.08085, 8.03343], [0.35380, -4.77742, -0.61630], [-1.93205, 1.16967, -4.55886], [-3.30687, -0.15981, 1.74773], [-2.51955, 1.30848, -3.14357], [-4.05238, 1.17277, -2.99958], [0.46437, -0.79459, -1.67487], [2.16253, 6.95966, 1.42314], [-2.87493, -1.61779, 2.13327], [-0.12897, 3.40319, 1.29476], [-2.52845, 0.42124, 0.48440], [-1.85462, -5.03156, 0.80657], [-1.24572, -4.25724, -4.14398], [4.20489, -1.38869, -3.18786], [3.28375, -2.16855, 0.94391], [-0.98996, -5.53806, -0.33268], [0.66040, 0.22358, 3.19115], [-0.82319, 4.99730, -2.07465], [0.28415, 0.63263, 7.51160], [3.44470, -0.06909, -3.36334], [-0.41306, -1.98137, -5.04598], [1.45763, 0.88844, 8.41072], [3.60492, 1.11758, -2.45775], [-2.45277, -5.82295, 1.18104], [2.68469, 1.70891, -2.19865], [2.74938, -3.09469, 1.64482], [1.63099, -0.03599, 3.57746], [-2.58901, -4.16720, 0.46138], [-1.61432, 5.02039, -1.40422], [-4.31301, 1.37180, -1.93518], [-1.16450, -2.18036, -5.86064], [1.95037, 6.17376, 2.23586], [3.43424, -2.41929, 0.00318], [-3.11091, -2.38055, 1.47695], [0.71010, -5.48238, -1.33071], [0.16701, 0.94576, 3.69397], [2.13624, 7.82223, 1.92620], [2.27372, 0.28010, 8.38663], [4.35792, 1.73178, -2.76135], [-0.78541, 1.53518, -4.77358], [-1.18538, -4.67634, 1.46851], [-0.65712, -5.14113, -3.94038], [3.91609, 0.78910, -1.48704], [1.76478, 1.77397, 7.89567], [-2.63956, 1.56606, -5.13297], [0.97318, -4.85180, 0.36001], [-0.26027, 2.78651, 0.34367], [-4.61112, 1.94630, -3.56756], [-0.34892, 4.09336, -2.19201], [-2.13868, 0.22860, -4.81961], [-3.42110, -1.84444, 3.02796], [1.21932, -1.52559, -1.89162], [-1.24615, 5.46230, -2.90173], [3.01234, 6.66777, 0.72094], [-0.32397, -1.19836, -1.40412], [-2.16396, -3.88772, -3.46703], [-1.55931, -4.36423, -5.12844], [-2.47156, -0.13270, -0.29228], [-1.86660, -1.75358, 2.26288], [0.09850, -0.61030, 3.46314], [0.19640, -0.15265, -2.48623], [-1.65117, 0.67153, 8.33572], [1.32498, 1.07092, 9.55395], [0.82513, 3.22068, 1.59208], [0.13016, -3.73784, -1.01874], [4.81466, -1.66879, -4.06576], [-1.54647, -0.21880, 7.28118], [-3.21424, 1.02396, 0.20747], [-1.62024, 0.71593, 0.98121], [-0.78564, -0.96818, 8.43021], [0.30956, -1.44905, -5.56598], [3.53139, -2.26496, -3.16269], [4.33051, -2.08729, 1.17170], [-4.28875, 0.14783, -3.34205], [4.80540, -1.41188, -2.22224], [-1.04486, -1.53909, -4.39530], [-0.79126, 2.92454, 2.09878]], "homo_lumo_gap_ev": 9.26, "e_above_lowest_kcal_mol": 15.4, "e_lumo_ev": 0.30, "smiles": "COP(=O)(OC)OC.COP(=O)(OC)OC.CC(C)=O.CC(C)=O.CC(C)=O.CC(C)=O.CC(C)=O.CC(C)=O", "e_tot_ha": -2682.59563}

{"formula": "C5H6N2O", "method": "ωB97M-V/def2-TZVPD", "species": ["O", "N", "N", "C", "C", "C", "C", "C", "H", "H", "H", "H", "H", "H"], "coordinates": [[0.50203, 2.04789, -0.60852], [0.71403, 0.47728, 1.33124], [-1.40634, -1.32479, 0.10120], [-1.39744, 0.63024, -0.08768], [-0.01281, 0.95607, 0.07121], [-2.05301, -0.41484, 0.68399], [1.61832, -1.24473, -0.42375], [0.84332, -0.24799, 0.31674], [-1.97580, 1.26331, -0.75571], [-3.02526, -0.38695, 1.17174], [1.00892, -1.67315, -1.21660], [0.76264, 2.71662, 0.03737], [1.93370, -2.03799, 0.25356], [2.48768, -0.76097, -0.87479]], "homo_lumo_gap_ev": [8.06, 8.07], "e_above_lowest_kcal_mol": 115.9, "e_lumo_ev": [0.18, 0.17], "e_tot_ha": -378.68619}